# 1
The following is a DFT calculation (wB97M-V/def2-TZVPD) of 2 unconnected molecules or ions with the total composition C3H5NO2 in a non-equilibrium geometry.

Structure (XYZ):
```
11
Properties=species:S:1:pos:R:3
O -0.151 -0.638 1.622
O -1.608 -0.045 -0.483
N 3.005 -1.142 0.372
C 0.441 -0.603 0.569
C 1.883 -0.884 0.489
C -0.273 -0.338 -0.736
H -0.160 -1.242 -1.357
H 0.230 0.482 -1.271
H -1.087 2.135 -0.009
H -0.539 2.502 0.339
H -1.742 -0.227 0.464
```

Summary:
SMILES: N#CC(=O)CO.[H][H]
LUMO in eV: -0.77
HOMO-LUMO gap in eV: 10.626
ΔE to the lowest compared entry with this formula, charge and spin in kJ/mol: 257.2
DFT total energy in Eh: -322.47636

Atomic partial charges in e from the natural (NBO) method, atoms 1 to 5:
1. O -0.473
2. O -0.694
3. N -0.219
4. C 0.474
5. C 0.160

---

# 2
The following is a DFT calculation (wB97M-V/def2-TZVPD) of 2 unconnected molecules or ions with the total composition C14H16O in a non-equilibrium geometry.

Structure (XYZ):
```
31
Properties=species:S:1:pos:R:3
O -0.751 3.748 -1.454
C -0.618 2.385 -1.566
C 1.063 -1.283 -3.008
C 0.734 0.460 -1.204
C -0.820 -2.179 1.245
C -0.701 0.913 3.419
C 0.210 1.645 -0.725
C -0.723 0.518 -3.063
C 1.093 -0.621 2.475
C 0.348 -0.088 -2.422
C 1.483 -1.758 1.760
C -1.190 -1.064 1.969
C 0.510 -2.548 1.148
C -0.245 -0.283 2.631
C -1.193 1.768 -2.659
H -2.235 -0.793 2.078
H -1.318 0.657 4.278
H 2.529 -2.015 1.663
H -1.114 0.072 -3.970
H 0.162 1.430 3.841
H -1.599 -2.667 0.678
H -1.276 1.588 2.785
H 0.775 -1.521 -4.027
H 2.142 -1.122 -3.054
H 0.820 -3.519 0.781
H 0.542 2.005 0.242
H 1.417 -0.085 -0.561
H -1.872 2.362 -3.256
H 0.845 -2.087 -2.305
H -0.883 4.034 -0.545
H 1.868 0.050 2.825
```

Summary:
SMILES: Cc1ccc(O)cc1.Cc1ccccc1
LUMO in eV: 0.72
HOMO-LUMO gap in eV: 9.023
ΔE to the lowest compared entry with this formula, charge and spin in kJ/mol: 54.1
DFT total energy in Eh: -618.29539

Atomic partial charges in e from the natural (NBO) method, atoms 1 to 5:
1. O -0.687
2. C 0.291
3. C -0.627
4. C -0.187
5. C -0.192

---

# 3
The following is a DFT calculation (wB97M-V/def2-TZVPD) of a molecular structure, C17H28CrN4OP2Se in a non-equilibrium geometry.

Structure (XYZ):
```
54
Properties=species:S:1:pos:R:3
Se 0.822 0.318 1.793
Cr 0.176 0.680 -0.547
P -1.710 -0.571 -0.862
P 1.930 -0.440 -1.373
O -0.017 0.686 -2.667
N 0.549 -2.473 2.320
N 1.308 2.276 -0.569
N -1.165 2.197 -0.219
N -1.200 -1.397 3.026
C -0.055 1.558 -3.613
C -2.174 -3.212 4.482
C -1.151 2.543 -3.668
C -0.655 3.522 0.119
C -0.741 -5.190 4.498
C 0.889 3.493 0.110
C -2.478 1.955 -0.262
C -1.867 -4.488 4.962
C -0.222 -3.380 3.053
C 2.185 2.421 -1.670
C 2.876 1.074 -1.969
C -0.031 -1.242 2.334
C 0.994 1.683 -4.671
C 1.839 -2.767 1.720
C -1.331 -2.693 3.512
C 0.113 -4.644 3.537
C -2.939 0.684 -0.586
H 2.864 3.286 -1.701
H -4.007 0.528 -0.668
H -1.600 2.766 -2.693
H 2.050 1.552 -4.381
H 3.745 1.114 -1.285
H 1.938 -1.192 -2.581
H 2.213 -3.707 2.126
H 1.761 -2.850 0.631
H 0.742 0.826 -5.298
H 3.260 0.937 -3.002
H 1.275 4.379 -0.425
H -2.509 -4.950 5.708
H -0.913 3.472 -4.205
H -1.873 -0.653 3.207
H -1.028 3.857 1.108
H 0.999 -5.133 3.157
H -3.021 -2.627 4.829
H -3.147 2.807 -0.066
H -0.529 -6.184 4.888
H 2.930 -1.091 -0.580
H -2.206 -1.614 -0.042
H -0.969 4.261 -0.648
H 2.539 -1.964 1.960
H -1.878 1.982 -4.271
H 1.262 3.532 1.148
H 1.411 2.550 -2.308
H -2.123 -1.072 -2.107
H 0.865 2.592 -5.292
```

Summary:
Spin multiplicity: 5
<S²>: 6.076
Charge: +2
LUMO (spin up / spin down) in eV: -6.24 / -8.17
HOMO-LUMO gap (spin up / spin down) in eV: 7.598 / 5.224
ΔE to the lowest compared entry with this formula, charge and spin in kJ/mol: 38.2
DFT total energy in Eh: -5086.84679

Atomic partial charges in e from the natural (NBO) method, atoms 1 to 5:
1. Se 0.047
2. Cr 0.560
3. P 0.454
4. P 0.493
5. O -0.690

---

# 4
The following is a DFT calculation (wB97M-V/def2-TZVPD) of a single C22H21N3O2S2 molecule in a non-equilibrium geometry.

Structure (XYZ):
```
50
Properties=species:S:1:pos:R:3
S -0.182 2.220 -0.415
S -0.204 0.059 1.775
O 0.808 3.358 -6.074
O 1.781 -2.131 -0.687
N 0.244 -1.988 3.597
N 0.517 0.439 -2.160
N 1.014 -2.192 1.457
C 0.445 1.622 -2.863
C 0.571 3.061 -4.770
C 1.608 -3.490 1.722
C 0.052 2.711 -2.081
C -0.097 3.970 -2.632
C 1.122 -1.620 0.204
C 0.716 1.794 -4.216
C 0.544 -0.842 -2.822
C 0.429 -0.353 0.175
C 0.159 4.138 -3.976
C 1.232 2.331 -6.939
C 0.360 -1.510 2.444
C -1.214 -0.157 4.482
C -0.368 -1.374 4.742
C 0.558 -5.567 0.846
C -1.498 2.233 4.456
C -2.501 -0.298 3.976
C -2.774 2.083 3.943
C 0.566 -4.567 1.706
C -3.276 0.814 3.706
C 0.309 0.578 -0.820
C -0.722 1.120 4.725
H 0.277 1.240 5.118
H 2.082 -3.444 2.707
H -0.207 -4.457 2.453
H -0.406 4.800 -2.017
H 1.560 -1.230 -2.902
H -0.043 -1.555 -2.248
H 1.355 2.801 -7.913
H 0.484 1.535 -7.015
H 0.445 -1.128 5.436
H 1.325 -5.671 0.095
H -2.890 -1.289 3.786
H 0.056 5.103 -4.444
H 2.352 -3.658 0.940
H 0.102 -0.737 -3.812
H -4.272 0.693 3.307
H 2.189 1.906 -6.620
H 1.054 0.960 -4.807
H -1.103 3.221 4.644
H -0.972 -2.161 5.209
H -3.377 2.953 3.728
H -0.207 -6.325 0.857
```

Summary:
SMILES: C=CCN1C(=O)/C(=C2/Sc3ccc(OC)cc3N2C)S/C1=N\Cc1ccccc1
LUMO in eV: 0.58
HOMO-LUMO gap in eV: 7.676
ΔE to the lowest compared entry with this formula, charge and spin in kJ/mol: 122.4
DFT total energy in Eh: -1962.05207

Atomic partial charges in e from the natural (NBO) method, atoms 1 to 5:
1. S 0.367
2. S 0.266
3. O -0.488
4. O -0.638
5. N -0.514

---

# 5
The following is a DFT calculation (wB97M-V/def2-TZVPD) of 2 unconnected molecules or ions with the total composition C4H12 in a non-equilibrium geometry.

Structure (XYZ):
```
16
Properties=species:S:1:pos:R:3
C -0.500 0.703 1.349
C 1.525 0.286 -1.909
C 0.407 -0.791 -1.725
C -1.386 -0.149 2.271
H 1.210 1.075 -1.242
H 0.825 -1.710 -1.395
H 2.452 -0.115 -1.503
H -2.427 0.001 2.020
H -1.075 0.789 0.428
H -0.129 -0.847 -2.670
H -0.310 1.716 1.704
H 1.677 0.493 -2.957
H -0.361 -0.585 -0.985
H -1.196 -1.205 2.158
H -1.182 0.077 3.316
H 0.471 0.264 1.140
```

Summary:
SMILES: CC.CC
LUMO in eV: 1.17
HOMO-LUMO gap in eV: 12.640
ΔE to the lowest compared entry with this formula, charge and spin in kJ/mol: 46.1
DFT total energy in Eh: -159.56740

Atomic partial charges in e from the natural (NBO) method, atoms 1 to 5:
1. C -0.610
2. C -0.618
3. C -0.612
4. C -0.608
5. H 0.211

---

Q: Which formula does entry 1 have?
A: C3H5NO2

---

Q: Number 3 is which compound?
A: C17H28CrN4OP2Se

---

Q: DFT total energy of number 1 (C3H5NO2)?
A: -322.47636 Eh

---

Copy entry 4 word for word.
The following is a DFT calculation (wB97M-V/def2-TZVPD) of a single C22H21N3O2S2 molecule in a non-equilibrium geometry.

Structure (XYZ):
```
50
Properties=species:S:1:pos:R:3
S -0.182 2.220 -0.415
S -0.204 0.059 1.775
O 0.808 3.358 -6.074
O 1.781 -2.131 -0.687
N 0.244 -1.988 3.597
N 0.517 0.439 -2.160
N 1.014 -2.192 1.457
C 0.445 1.622 -2.863
C 0.571 3.061 -4.770
C 1.608 -3.490 1.722
C 0.052 2.711 -2.081
C -0.097 3.970 -2.632
C 1.122 -1.620 0.204
C 0.716 1.794 -4.216
C 0.544 -0.842 -2.822
C 0.429 -0.353 0.175
C 0.159 4.138 -3.976
C 1.232 2.331 -6.939
C 0.360 -1.510 2.444
C -1.214 -0.157 4.482
C -0.368 -1.374 4.742
C 0.558 -5.567 0.846
C -1.498 2.233 4.456
C -2.501 -0.298 3.976
C -2.774 2.083 3.943
C 0.566 -4.567 1.706
C -3.276 0.814 3.706
C 0.309 0.578 -0.820
C -0.722 1.120 4.725
H 0.277 1.240 5.118
H 2.082 -3.444 2.707
H -0.207 -4.457 2.453
H -0.406 4.800 -2.017
H 1.560 -1.230 -2.902
H -0.043 -1.555 -2.248
H 1.355 2.801 -7.913
H 0.484 1.535 -7.015
H 0.445 -1.128 5.436
H 1.325 -5.671 0.095
H -2.890 -1.289 3.786
H 0.056 5.103 -4.444
H 2.352 -3.658 0.940
H 0.102 -0.737 -3.812
H -4.272 0.693 3.307
H 2.189 1.906 -6.620
H 1.054 0.960 -4.807
H -1.103 3.221 4.644
H -0.972 -2.161 5.209
H -3.377 2.953 3.728
H -0.207 -6.325 0.857
```

Summary:
SMILES: C=CCN1C(=O)/C(=C2/Sc3ccc(OC)cc3N2C)S/C1=N\Cc1ccccc1
LUMO in eV: 0.58
HOMO-LUMO gap in eV: 7.676
ΔE to the lowest compared entry with this formula, charge and spin in kJ/mol: 122.4
DFT total energy in Eh: -1962.05207

Atomic partial charges in e from the natural (NBO) method, atoms 1 to 5:
1. S 0.367
2. S 0.266
3. O -0.488
4. O -0.638
5. N -0.514